# C50H51NaO3P3S2

A molecular structure, C50H51NaO3P3S2 (wB97M-V/def2-TZVPD, OMol25).

Positions of all 110 atoms, in Å:
Na: 0.01 -1.12 -1.15
C: 1.25 -3.31 -1.59
C: -0.08 -3.51 -1.97
C: -0.35 -2.67 -3.05
C: 0.82 -1.96 -3.35
C: 1.80 -2.35 -2.44
H: 1.82 -3.96 -0.94
H: -0.75 -4.25 -1.56
H: -1.27 -2.65 -3.63
H: 0.97 -1.26 -4.16
H: 2.84 -2.03 -2.45
C: -0.86 0.78 6.68
C: -1.37 -0.09 5.52
C: -2.59 -0.93 5.97
C: -0.29 -1.05 5.07
C: 0.30 -1.93 5.98
C: 1.20 -2.89 5.56
C: 1.51 -3.02 4.22
C: 0.97 -2.14 3.29
P: 1.21 -2.22 1.45
C: 2.81 -1.32 1.40
C: 3.81 -1.51 2.35
C: 4.98 -0.78 2.30
C: 5.16 0.17 1.30
C: 4.17 0.38 0.36
C: 3.00 -0.37 0.40
C: 1.72 -3.97 1.46
C: 0.67 -4.87 1.61
C: 0.89 -6.24 1.59
C: 2.18 -6.71 1.42
C: 3.23 -5.82 1.26
C: 3.01 -4.46 1.28
C: 0.09 -1.15 3.74
O: -0.38 -0.33 2.76
C: -1.32 0.61 3.08
C: -1.76 1.39 2.01
C: -2.72 2.36 2.24
C: -3.23 2.55 3.51
C: -2.78 1.77 4.56
C: -1.82 0.79 4.37
P: -0.97 1.07 0.36
C: -2.54 1.05 -0.58
C: -2.99 -0.24 -0.85
C: -4.16 -0.46 -1.55
C: -4.90 0.62 -2.00
C: -4.48 1.90 -1.71
C: -3.32 2.13 -1.00
C: -0.14 2.70 0.36
C: 0.97 2.74 1.19
C: 1.77 3.87 1.25
C: 1.46 4.97 0.46
C: 0.36 4.93 -0.38
C: -0.43 3.80 -0.44
H: -0.55 0.17 7.52
H: -1.64 1.46 7.02
H: -0.01 1.37 6.35
H: -2.33 -1.59 6.80
H: -2.92 -1.55 5.14
H: -3.41 -0.29 6.27
H: 0.04 -1.87 7.03
H: 1.64 -3.57 6.28
H: 2.15 -3.82 3.89
H: 3.66 -2.23 3.14
H: 5.74 -0.94 3.05
H: 6.08 0.75 1.28
H: 4.31 1.12 -0.41
H: 2.24 -0.20 -0.35
H: -0.34 -4.49 1.73
H: 0.07 -6.92 1.68
H: 2.37 -7.78 1.40
H: 4.24 -6.20 1.11
H: 3.83 -3.77 1.12
H: -3.07 2.96 1.42
H: -3.97 3.31 3.69
H: -3.20 1.93 5.54
H: -2.41 -1.09 -0.50
H: -4.49 -1.47 -1.75
H: -5.81 0.46 -2.56
H: -5.05 2.75 -2.07
H: -3.02 3.14 -0.81
H: 1.23 1.87 1.79
H: 2.64 3.89 1.89
H: 2.09 5.85 0.48
H: 0.12 5.77 -1.02
H: -1.23 3.77 -1.16
C: -2.66 1.70 -6.70
C: -2.33 0.60 -5.69
C: -1.18 -0.27 -6.16
O: -2.10 1.11 -4.39
P: -1.08 2.23 -3.86
S: -2.11 3.88 -3.52
S: -0.01 1.35 -2.41
O: -0.14 2.42 -5.18
C: 1.13 3.04 -5.20
C: 2.21 1.96 -5.12
C: 1.31 4.10 -4.12
H: -3.02 1.26 -7.63
H: -1.78 2.29 -6.90
H: -3.43 2.35 -6.29
H: -3.22 -0.04 -5.55
H: -0.33 0.35 -6.44
H: -1.48 -0.88 -7.01
H: -0.87 -0.93 -5.35
H: 1.18 3.53 -6.19
H: 2.13 1.45 -4.16
H: 3.20 2.41 -5.20
H: 2.07 1.24 -5.92
H: 1.30 3.63 -3.14
H: 0.51 4.83 -4.18
H: 2.26 4.61 -4.26

Values from the calculation:
ΔE to the lowest compared entry with this formula, charge and spin in eV: 1.485
E_HOMO in eV: -4.14
Net charge: -1
Electronic energy in Eh: -4144.5596
Kohn-Sham gap in eV: 6.191
LUMO level in eV: 2.1

Atom charges from the Löwdin analysis, given in e for atoms 1 to 2: -0.020, -0.227

# C50H52AsClI2N2O8Sn

A molecular structure, C50H52AsClI2N2O8Sn at a distorted geometry (wB97M-V/def2-TZVPD, OMol25).

Positions of all 117 atoms, in Å:
Sn: 0.94 -0.17 1.45
Cl: 7.33 -3.42 -1.48
C: 5.98 -2.81 -0.53
C: 5.48 -3.59 0.53
C: 4.44 -3.14 1.28
C: 3.82 -1.86 1.05
O: 2.87 -1.48 1.79
C: 4.36 -1.10 -0.04
C: 3.85 0.19 -0.40
O: 3.01 0.84 0.21
C: 5.43 -1.60 -0.81
H: 5.92 -4.56 0.73
H: 4.04 -3.73 2.09
H: 4.29 0.62 -1.32
H: 5.81 -0.99 -1.62
C: -3.81 -3.16 0.46
C: -3.46 -2.25 -0.72
C: -4.46 -2.37 -1.85
O: -2.18 -2.53 -1.21
C: -1.26 -1.84 -0.37
C: -2.10 -0.63 0.19
O: -3.42 -0.90 -0.29
C: -1.70 0.86 0.06
O: -0.36 0.99 0.40
C: -1.91 1.54 -1.30
C: -1.44 2.85 -1.40
C: -1.63 3.60 -2.55
C: -2.32 3.05 -3.63
C: -2.79 1.76 -3.54
C: -2.60 1.01 -2.39
C: -2.58 1.68 1.02
C: -1.99 2.42 2.04
C: -2.76 3.18 2.90
C: -4.14 3.22 2.76
C: -4.74 2.50 1.73
C: -3.96 1.75 0.86
C: 0.12 -1.75 -1.08
O: 1.09 -1.19 -0.25
C: 0.64 -3.19 -1.32
C: 1.20 -3.60 -2.52
C: 1.77 -4.87 -2.65
C: 1.80 -5.74 -1.57
C: 1.28 -5.32 -0.35
C: 0.72 -4.06 -0.23
C: 0.03 -0.97 -2.38
C: -0.67 -1.45 -3.48
C: -0.69 -0.75 -4.68
C: -0.01 0.45 -4.79
C: 0.67 0.95 -3.70
C: 0.70 0.25 -2.50
H: -3.87 -4.20 0.13
H: -4.76 -2.86 0.90
H: -3.04 -3.10 1.24
H: -4.55 -3.41 -2.16
H: -4.12 -1.77 -2.70
H: -5.43 -2.01 -1.53
H: -1.07 -2.45 0.51
H: -2.11 -0.77 1.28
H: -0.92 3.26 -0.55
H: -1.24 4.61 -2.60
H: -2.47 3.64 -4.53
H: -3.32 1.32 -4.38
H: -2.97 0.00 -2.34
H: -0.91 2.39 2.15
H: -2.28 3.74 3.69
H: -4.75 3.81 3.44
H: -5.81 2.53 1.59
H: -4.43 1.21 0.05
H: 1.22 -2.94 -3.37
H: 2.21 -5.16 -3.59
H: 2.24 -6.72 -1.67
H: 1.33 -5.96 0.51
H: 0.39 -3.72 0.74
H: -1.21 -2.39 -3.40
H: -1.24 -1.15 -5.53
H: -0.02 1.00 -5.73
H: 1.18 1.91 -3.76
H: 1.22 0.64 -1.64
O: -0.86 0.28 3.40
N: -1.42 -0.74 3.80
N: -0.95 -1.84 3.28
O: 0.04 -1.85 2.39
C: -1.53 -3.07 3.65
C: -2.72 -3.11 4.37
C: -3.27 -4.34 4.69
C: -2.66 -5.52 4.31
C: -1.47 -5.47 3.59
C: -0.90 -4.25 3.25
H: -3.20 -2.19 4.65
H: -4.20 -4.36 5.25
H: -3.10 -6.48 4.57
H: -0.99 -6.38 3.27
H: 0.02 -4.19 2.70
I: 2.22 1.30 3.48
I: 3.63 3.16 5.58
C: 0.52 5.89 1.90
C: 0.93 5.51 0.47
As: 1.76 3.71 0.46
C: 2.07 3.56 -1.49
C: 2.69 4.71 -2.28
C: 3.53 4.20 1.20
C: 4.17 5.54 0.87
H: 0.03 6.86 1.94
H: 1.39 5.92 2.56
H: -0.17 5.15 2.31
H: 1.60 6.27 0.06
H: 0.05 5.47 -0.18
H: 1.07 3.34 -1.88
H: 2.65 2.64 -1.61
H: 2.14 5.64 -2.14
H: 2.69 4.48 -3.35
H: 3.72 4.89 -1.99
H: 4.18 3.36 0.94
H: 3.39 4.12 2.28
H: 4.39 5.66 -0.20
H: 5.12 5.64 1.40
H: 3.54 6.37 1.17

Values from the calculation:
ΔE to the lowest compared entry with this formula, charge and spin in eV: 0.174
E_HOMO in eV: -2.00
Net charge: -2
Electronic energy in Eh: -6153.6659
Kohn-Sham gap in eV: 5.839
LUMO level in eV: 3.8

Atom charges from the Löwdin analysis, given in e for atoms 1 to 2: 0.992, 0.572

# C50H52AuN3OP3Si

A molecular structure, C50H52AuN3OP3Si (wB97M-V/def2-TZVPD, OMol25).

Positions of all 111 atoms, in Å:
Au: 0.40 -0.60 -0.62
C: -0.05 -3.43 1.29
C: 0.21 -3.83 -0.18
P: 1.29 -2.64 -1.04
C: 2.88 -2.75 -0.17
C: 3.42 -3.99 0.19
C: 4.61 -4.06 0.89
C: 5.30 -2.89 1.22
C: 4.79 -1.66 0.84
C: 3.58 -1.58 0.15
C: 1.60 -3.38 -2.66
C: 0.57 -4.01 -3.36
C: 0.81 -4.54 -4.62
C: 2.07 -4.44 -5.20
C: 3.09 -3.79 -4.51
C: 2.86 -3.26 -3.25
P: -0.88 -1.78 1.52
C: -1.16 -1.83 3.34
C: -0.05 -2.04 4.16
C: -0.17 -2.02 5.54
C: -1.40 -1.77 6.13
C: -2.51 -1.54 5.32
C: -2.39 -1.57 3.94
C: -2.57 -2.08 0.88
C: -3.41 -0.96 0.79
C: -4.72 -1.08 0.36
C: -5.22 -2.32 -0.02
C: -4.40 -3.44 0.05
C: -3.09 -3.32 0.52
H: 0.92 -3.34 1.79
H: -0.61 -4.20 1.81
H: -0.72 -3.85 -0.74
H: 0.65 -4.83 -0.22
H: 2.90 -4.90 -0.09
H: 5.01 -5.03 1.17
H: 6.22 -2.95 1.78
H: 5.33 -0.75 1.08
H: 3.18 -0.62 -0.12
H: -0.42 -4.10 -2.93
H: 0.01 -5.05 -5.16
H: 2.26 -4.86 -6.18
H: 4.08 -3.70 -4.96
H: 3.66 -2.75 -2.72
H: 0.93 -2.21 3.72
H: 0.70 -2.20 6.16
H: -1.50 -1.74 7.21
H: -3.47 -1.34 5.77
H: -3.27 -1.40 3.34
H: -3.01 0.01 1.08
H: -5.37 -0.21 0.33
H: -6.24 -2.42 -0.36
H: -4.78 -4.41 -0.23
H: -2.48 -4.21 0.61
O: 0.29 1.54 -0.34
Si: 1.03 2.52 0.72
C: -0.12 2.75 2.20
C: -1.43 2.29 2.13
C: -2.30 2.37 3.22
C: -1.85 2.92 4.42
C: -0.54 3.37 4.52
C: 0.31 3.29 3.42
C: 1.41 4.15 -0.12
C: 1.76 4.19 -1.47
C: 2.08 5.40 -2.10
C: 2.08 6.58 -1.37
C: 1.76 6.56 -0.01
C: 1.42 5.36 0.60
C: 2.60 1.83 1.48
C: 3.81 2.55 1.49
C: 4.90 2.09 2.23
C: 4.81 0.91 2.96
C: 3.63 0.18 2.94
C: 2.54 0.64 2.21
H: -1.76 1.81 1.21
H: -3.32 1.99 3.15
H: -2.51 2.97 5.27
H: -0.18 3.78 5.45
H: 1.34 3.63 3.53
H: 1.79 3.27 -2.05
H: 2.34 5.41 -3.15
H: 2.34 7.52 -1.85
H: 1.77 7.48 0.56
H: 1.17 5.35 1.66
H: 3.89 3.47 0.93
H: 5.82 2.66 2.23
H: 5.65 0.58 3.56
H: 3.55 -0.75 3.51
H: 1.61 0.06 2.21
C: -4.25 1.54 -3.86
N: -3.52 2.64 -3.07
C: -2.35 3.14 -3.95
N: -1.51 2.06 -4.31
C: -2.25 1.02 -5.03
N: -3.36 0.50 -4.23
C: -2.88 -0.26 -3.05
P: -1.81 0.72 -1.85
C: -3.03 2.14 -1.74
C: -0.75 1.53 -3.16
H: -4.66 2.03 -4.74
H: -5.05 1.18 -3.23
H: -4.16 3.42 -2.91
H: -1.82 3.89 -3.37
H: -2.81 3.59 -4.83
H: -1.58 0.21 -5.26
H: -2.64 1.44 -5.96
H: -2.29 -1.11 -3.40
H: -3.74 -0.66 -2.51
H: -2.55 2.97 -1.22
H: -3.89 1.82 -1.16
H: -0.02 0.80 -3.51
H: -0.21 2.33 -2.67

Values from the calculation:
E_HOMO in eV: -9.62
Net charge: +1
Electronic energy in Eh: -3625.1541
Kohn-Sham gap in eV: 7.245
LUMO level in eV: -2.4

Atom charges from the natural (NBO) analysis, given in e for atoms 1 to 2: 0.600, -0.719

# C50H52CoO6P3SSi

A molecular structure, C50H52CoO6P3SSi at a distorted geometry (wB97M-V/def2-TZVPD, OMol25).

Positions of all 114 atoms, in Å:
Co: -0.77 -0.88 0.12
C: -4.97 -2.03 -0.01
C: -3.85 -2.16 1.01
C: -4.41 -2.56 2.37
O: -3.12 -0.93 1.16
C: -2.90 -3.26 0.47
O: -3.27 -4.44 0.57
O: -1.78 -2.86 -0.01
H: -5.63 -1.19 0.24
H: -5.54 -2.95 -0.03
H: -4.55 -1.86 -1.00
H: -5.23 -1.89 2.65
H: -3.63 -2.49 3.13
H: -4.76 -3.58 2.32
H: -3.53 -0.26 0.60
C: -1.52 -0.05 3.86
P: -0.30 -0.02 2.48
C: 0.20 1.74 2.65
C: 1.12 -0.92 3.26
C: 1.88 -0.37 4.29
C: 2.95 -1.06 4.84
C: 3.28 -2.32 4.35
C: 2.52 -2.89 3.34
C: 1.43 -2.21 2.79
P: 0.27 -2.86 1.52
C: 0.98 -4.48 1.04
C: -0.98 -3.50 2.72
H: -1.09 0.43 4.74
H: -1.82 -1.06 4.12
H: -2.41 0.50 3.55
H: 1.00 1.87 3.37
H: -0.66 2.31 2.96
H: 0.52 2.13 1.69
H: 1.63 0.61 4.70
H: 3.53 -0.62 5.64
H: 4.13 -2.86 4.75
H: 2.77 -3.88 2.97
H: 1.01 -5.15 1.90
H: 1.97 -4.37 0.60
H: 0.31 -4.88 0.28
H: -0.47 -3.83 3.63
H: -1.49 -4.35 2.26
H: -1.72 -2.75 2.97
O: -0.06 -2.83 -3.88
S: 0.52 -2.44 -2.61
O: 1.00 -3.52 -1.77
O: -0.31 -1.46 -1.90
C: 2.01 -1.52 -3.02
C: 2.60 -1.83 -4.25
C: 3.82 -1.30 -4.60
C: 4.48 -0.46 -3.71
C: 3.91 -0.15 -2.49
C: 2.66 -0.66 -2.12
P: 2.05 -0.27 -0.39
C: 2.46 1.54 -0.33
C: 2.76 2.21 0.85
C: 3.00 3.58 0.86
C: 2.90 4.31 -0.32
C: 2.54 3.66 -1.49
C: 2.31 2.30 -1.50
C: 3.51 -1.11 0.44
C: 3.67 -2.46 0.10
C: 4.72 -3.21 0.60
C: 5.64 -2.64 1.46
C: 5.49 -1.31 1.82
C: 4.43 -0.56 1.32
H: 2.06 -2.50 -4.91
H: 4.27 -1.54 -5.55
H: 5.45 -0.04 -3.96
H: 4.44 0.49 -1.80
H: 2.78 1.68 1.79
H: 3.24 4.08 1.79
H: 3.09 5.38 -0.31
H: 2.42 4.23 -2.41
H: 2.02 1.82 -2.42
H: 2.96 -2.93 -0.58
H: 4.82 -4.25 0.31
H: 6.47 -3.22 1.85
H: 6.20 -0.84 2.50
H: 4.38 0.48 1.61
C: -0.38 3.05 -5.24
C: 0.29 1.93 -4.78
C: -0.01 1.40 -3.53
C: -0.98 1.97 -2.69
C: -1.64 3.10 -3.19
C: -1.35 3.64 -4.43
Si: -1.55 1.22 -0.99
C: -1.68 2.83 0.07
C: -2.55 2.87 1.17
C: -2.69 3.99 1.97
C: -1.91 5.12 1.72
C: -1.01 5.10 0.66
C: -0.91 3.97 -0.15
C: -3.38 1.05 -1.64
C: -4.52 1.70 -1.15
C: -5.76 1.57 -1.78
C: -5.89 0.78 -2.91
C: -4.77 0.14 -3.42
C: -3.55 0.26 -2.79
H: -0.15 3.47 -6.21
H: 1.04 1.44 -5.40
H: 0.49 0.50 -3.20
H: -2.42 3.57 -2.58
H: -1.89 4.51 -4.78
H: -3.14 1.98 1.41
H: -3.39 3.99 2.80
H: -2.01 6.00 2.34
H: -0.39 5.97 0.46
H: -0.21 3.99 -0.98
H: -4.45 2.36 -0.29
H: -6.63 2.09 -1.38
H: -6.86 0.68 -3.40
H: -4.86 -0.48 -4.31
H: -2.68 -0.25 -3.20

Values from the calculation:
ΔE to the lowest compared entry with this formula, charge and spin in eV: 0.397
Multiplicity: 4
E_HOMO (alpha / beta) in eV: -4.37 / -5.23
Net charge: -1
Electronic energy in Eh: -5482.6343
Kohn-Sham gap (alpha / beta) in eV: 6.673 / 7.526
LUMO level (alpha / beta) in eV: 2.3 / 2.3

Atom charges from the Löwdin analysis, given in e for atoms 1 to 2: 0.310, -0.008

Among the records above, which one has the lowest net charge?
C50H52AsClI2N2O8Sn

Which of these has the lowest net charge?
C50H52AsClI2N2O8Sn

The lowest net charge belongs to which entry?
C50H52AsClI2N2O8Sn

Which value of net charge does entry 1 give?
-1